(P)
Entry from OMol25: a gas-phase ion, C3H10N3 (charge +1) (wB97M-V/def2-TZVPD).

As for the structure (SMILES): CC[NH2+]/N=C/N. For the LUMO energy, the calculation gives -3.1 eV. The highest occupied orbital energy is -0.51779 Ha. The orbital gap is 10.98 eV. Its multiplicity is 1. The charge is +1.

```
16
Properties=species:S:1:pos:R:3:mulliken_charge:R:1
C 0.850 2.028 -0.839 0.01
C -0.973 -2.114 1.405 -1.08
C -0.606 -1.316 0.189 -0.39
N 0.483 0.835 -0.653 -0.80
N 1.309 2.388 -1.987 -0.29
N -0.096 0.088 0.442 0.16
H 0.786 2.815 -0.123 0.35
H -0.223 -2.362 2.179 0.37
H -1.805 -1.719 2.051 0.35
H -1.236 -3.137 0.921 0.30
H -1.636 -1.265 -0.374 0.27
H 0.085 -1.903 -0.476 0.36
H 1.718 3.308 -2.138 0.26
H 1.599 1.713 -2.644 0.24
H -0.900 0.516 0.897 0.46
H 0.646 0.125 1.150 0.42
```

---

(Q)
Entry from OMol25: a gas-phase ion, C3H10N3 (charge +1) (wB97M-V/def2-TZVPD).

As for the structure (SMILES): CN1[C@H](N)[C@@H]1[NH3+]. For the LUMO energy, the calculation gives -3.2 eV. The highest occupied orbital energy is -0.47729 Ha. The orbital gap is 9.84 eV. Its multiplicity is 1. The charge is +1.

```
16
Properties=species:S:1:pos:R:3:mulliken_charge:R:1
C 0.505 0.366 -0.786 -0.50
C 0.543 -0.797 0.622 -0.06
C -1.294 -1.320 -1.008 -0.80
N -0.445 -0.447 -0.316 0.07
N 0.409 1.790 -0.172 -0.34
N 0.480 -0.029 1.834 -0.63
H 1.083 0.252 -1.724 0.36
H 1.217 -1.621 0.454 0.41
H -0.741 -1.836 -1.865 0.32
H -1.754 -2.139 -0.416 0.28
H -2.108 -0.626 -1.488 0.26
H -0.497 2.310 -0.307 0.36
H 1.025 2.533 -0.521 0.36
H 0.575 1.577 0.867 0.42
H 1.336 -0.044 2.472 0.25
H -0.336 0.032 2.354 0.24
```

---

(R)
Entry from OMol25: a gas-phase ion, C3H10N3 (charge +1) (wB97M-V/def2-TZVPD).

As for the structure (SMILES): CCNC(N)=[NH2+]. For the LUMO energy, the calculation gives -3.3 eV. The highest occupied orbital energy is -0.54779 Ha. The orbital gap is 11.59 eV. Its multiplicity is 1. The charge is +1.

```
16
Properties=species:S:1:pos:R:3:mulliken_charge:R:1
C 1.112 0.051 -0.082 0.62
N 1.966 -0.871 -0.690 -0.47
N 0.029 0.315 -0.871 -0.17
N 1.293 0.588 1.122 -0.30
C -1.834 -0.526 0.347 -0.95
C -1.265 0.673 -0.383 -0.58
H 2.765 -0.873 -0.091 0.25
H 2.182 -0.601 -1.652 0.29
H 0.044 -0.240 -1.684 0.24
H 0.716 1.259 1.523 0.21
H 2.082 0.327 1.733 0.23
H -2.742 -0.391 0.846 0.42
H -1.226 -0.787 1.256 0.26
H -2.033 -1.351 -0.364 0.29
H -1.951 0.885 -1.212 0.33
H -1.138 1.542 0.202 0.34
```

---

(S)
Entry from OMol25: a gas-phase ion, C3H10N3 (charge +1) (wB97M-V/def2-TZVPD).

As for the structure (SMILES): CNNC(C)=[NH2+]. For the LUMO energy, the calculation gives -3.5 eV. The highest occupied orbital energy is -0.52108 Ha. The orbital gap is 10.72 eV. Its multiplicity is 1. The charge is +1.

```
16
Properties=species:S:1:pos:R:3:mulliken_charge:R:1
C 0.811 0.140 -0.059 0.91
C 2.107 0.972 -0.106 -1.42
C -2.430 -0.130 0.407 -0.74
N -0.351 0.508 -0.544 0.13
N 1.193 -1.205 0.301 -0.44
N -1.476 -0.287 -0.697 -0.61
H 2.505 0.529 -1.005 0.43
H 2.855 0.800 0.639 0.38
H 2.058 1.991 -0.351 0.37
H -2.656 0.914 0.581 0.32
H -3.353 -0.540 0.107 0.34
H -2.049 -0.684 1.281 0.31
H -0.495 1.558 -0.748 0.29
H 2.146 -1.400 0.637 0.25
H 0.316 -1.895 0.307 0.22
H -1.179 -1.271 -0.751 0.26
```

---

Calculated relative energies: (P) 2.456; (Q) 2.973; (R) 0.000; (S) 2.012, given in eV

---

(P)
Entry from OMol25: 2 unconnected molecules or ions with the total composition C3H10N3 (wB97M-V/def2-TZVPD).

For the LUMO energy, the calculation gives -3.5 eV. The highest occupied orbital energy is -0.44574 Ha. The orbital gap is 8.64 eV. Its multiplicity is 1. The charge is +1.

```
16
Properties=species:S:1:pos:R:3:mulliken_charge:R:1
N 1.334 0.130 0.398 -0.25
C 1.736 -0.284 -0.775 0.29
N 3.007 -0.392 -1.090 -0.30
H 2.003 0.523 1.050 0.23
H 0.323 0.267 0.531 0.23
H 0.972 -0.603 -1.468 0.34
H 3.330 -0.661 -1.997 0.25
H 3.682 -0.043 -0.441 0.22
C -1.541 0.745 -0.453 -1.43
C -2.160 -0.228 0.247 0.32
N -2.574 -0.168 1.558 -0.43
H -1.481 1.721 0.018 0.37
H -1.435 0.627 -1.520 0.40
H -2.380 -1.181 -0.222 0.30
H -2.260 0.597 2.133 0.23
H -2.555 -1.050 2.031 0.25
```

---

(Q)
Entry from OMol25: a gas-phase ion, C3H10N3 (charge +1) (wB97M-V/def2-TZVPD).

As for the structure (SMILES): NCCNC=[NH2+]. For the LUMO energy, the calculation gives -3.9 eV. The highest occupied orbital energy is -0.48291 Ha. The orbital gap is 9.26 eV. Its multiplicity is 1. The charge is +1.

```
16
Properties=species:S:1:pos:R:3:mulliken_charge:R:1
C -1.865 -0.060 -0.034 0.25
C 0.288 0.841 -0.812 -0.71
C 1.474 0.738 0.279 -0.45
N -0.654 -0.229 -0.653 -0.12
N -2.710 -1.086 0.217 -0.35
N 1.765 -0.655 0.575 -0.58
H -2.228 1.005 0.104 0.30
H 0.861 0.714 -1.713 0.40
H 0.001 1.935 -0.663 0.29
H 2.270 1.273 -0.352 0.26
H 1.369 1.234 1.241 0.42
H -3.741 -1.021 0.385 0.27
H -2.463 -2.052 0.076 0.23
H 2.561 -1.150 -0.033 0.24
H -0.329 -1.170 -0.938 0.31
H 2.115 -0.772 1.543 0.25
```

---

Calculated relative energies: (P) 0.000; (Q) 0.662, given in eV

---

(P)
Entry from OMol25: 2 unconnected molecules or ions with the total composition C3H7NO (wB97M-V/def2-TZVPD).

As for the structure (SMILES): COC#N.C. For the LUMO energy, the calculation gives 0.7 eV. The highest occupied orbital energy is -0.40145 Ha. The orbital gap is 11.58 eV. Its multiplicity is 1.

```
12
Properties=species:S:1:pos:R:3:mulliken_charge:R:1
C 2.177 -0.077 0.597 -0.61
O 0.944 0.388 0.003 -0.34
C 0.341 1.313 0.674 0.59
C -2.135 -0.643 -0.283 -0.94
N -0.215 2.149 1.258 -0.47
H 2.860 0.766 0.727 0.31
H 1.965 -0.547 1.562 0.31
H 2.586 -0.800 -0.109 0.21
H -1.574 -0.423 -1.196 0.22
H -3.199 -0.703 -0.519 0.30
H -1.801 -1.600 0.127 0.24
H -1.976 0.155 0.449 0.18
```

---

(Q)
Entry from OMol25: a single C3H7NO molecule (wB97M-V/def2-TZVPD).

As for the structure (SMILES): OC[C@@H]1CN1. For the LUMO energy, the calculation gives 0.9 eV. The highest occupied orbital energy is -0.36051 Ha. The orbital gap is 10.73 eV. Its multiplicity is 1.

```
12
Properties=species:S:1:pos:R:3:mulliken_charge:R:1
C -0.942 -0.580 -0.264 -0.66
C 0.335 -0.168 0.497 0.19
C 1.196 0.840 -0.164 -0.44
H -2.120 0.510 0.957 0.31
H -0.731 -0.595 -1.309 0.34
H -1.285 -1.596 0.056 0.24
H 0.217 -0.195 1.562 0.41
H 1.717 1.596 0.426 0.27
H 0.915 1.194 -1.138 0.19
H 2.306 -0.686 0.551 0.24
N 1.612 -0.562 -0.178 -0.58
O -1.979 0.394 -0.034 -0.50
```

---

Calculated relative energies: (P) 0.000; (Q) 0.129, given in eV

---

(P)
Entry from OMol25: 2 unconnected molecules or ions with the total composition C3H7NO (wB97M-V/def2-TZVPD).

As for the structure (SMILES): C=NO.C=C. For the LUMO energy, the calculation gives 1.2 eV. The highest occupied orbital energy is -0.38027 Ha. The orbital gap is 11.50 eV. Its multiplicity is 1.

```
12
Properties=species:S:1:pos:R:3:mulliken_charge:R:1
C -2.358 -0.200 1.474 -0.36
C 0.975 0.177 -2.107 -0.56
C 1.227 0.538 -0.884 -0.31
N -1.106 0.054 1.379 -0.32
O -0.683 1.197 2.056 -0.30
H -2.931 0.310 2.257 0.27
H -2.693 -1.054 0.959 0.29
H 0.025 1.268 1.447 0.37
H 0.086 -0.303 -2.616 0.24
H 1.632 0.518 -2.894 0.22
H 2.140 0.937 -0.536 0.30
H 0.581 0.109 -0.065 0.16
```

---

(Q)
Entry from OMol25: 2 unconnected molecules or ions with the total composition C3H7NO (wB97M-V/def2-TZVPD).

For the LUMO energy, the calculation gives 0.7 eV. The highest occupied orbital energy is -0.29665 Ha. The orbital gap is 8.80 eV. Its multiplicity is 1.

```
12
Properties=species:S:1:pos:R:3:mulliken_charge:R:1
C -0.749 -0.324 1.393 0.01
C -2.065 -0.481 1.420 -0.41
C 0.470 -0.580 -2.009 -0.17
N 1.983 1.098 -1.112 -0.52
O 1.550 -0.388 -1.551 -0.11
H -0.186 -0.195 0.521 -0.24
H -0.305 -0.481 2.303 0.27
H -2.704 -0.918 2.262 0.21
H -2.649 -0.129 0.527 0.19
H -0.373 0.004 -2.013 0.28
H 2.269 1.124 -0.058 0.25
H 2.758 1.272 -1.683 0.25
```

---

(R)
Entry from OMol25: a molecular structure, C3H7NO (wB97M-V/def2-TZVPD).

For the LUMO energy, the calculation gives 1.1 eV. The highest occupied orbital energy is -0.36090 Ha. The orbital gap is 10.88 eV. Its multiplicity is 1.

```
12
Properties=species:S:1:pos:R:3:mulliken_charge:R:1
O 2.119 0.648 -0.195 -0.52
C 1.161 -0.374 -0.102 -0.58
C -0.202 -0.009 -0.579 0.08
C -1.370 -0.265 0.292 -0.38
N -0.833 1.086 0.139 -0.53
H 1.849 0.424 0.806 0.33
H 1.021 -0.510 1.105 0.17
H 1.533 -1.343 -0.427 0.33
H -0.340 -0.081 -1.655 0.39
H -1.224 -0.690 1.285 0.21
H -2.306 -0.536 -0.186 0.26
H -1.406 1.650 -0.483 0.23
```

---

(S)
Entry from OMol25: 2 unconnected molecules or ions with the total composition C3H7NO (wB97M-V/def2-TZVPD).

As for the structure (SMILES): NC=O.C=C. For the LUMO energy, the calculation gives 0.9 eV. The highest occupied orbital energy is -0.37273 Ha. The orbital gap is 11.06 eV. Its multiplicity is 1.

```
12
Properties=species:S:1:pos:R:3:mulliken_charge:R:1
C -1.952 0.487 1.358 -0.47
C -2.398 0.864 0.163 -0.47
H -1.270 1.118 1.906 0.22
H -2.231 -0.485 1.747 0.24
H -2.076 1.845 -0.171 0.21
H -3.195 0.387 -0.389 0.26
C 2.763 -0.387 -0.860 0.07
N 1.490 -0.832 -0.572 -0.40
O 3.360 -0.626 -1.875 -0.48
H 3.111 0.404 -0.195 0.32
H 1.084 -1.359 -1.343 0.25
H 1.315 -1.418 0.231 0.24
```

---

Calculated relative energies: (P) 2.516; (Q) 5.627; (R) 2.400; (S) 0.000, given in eV